1.
ORCA calculation (ωB97M-V with the def2-TZVPD basis set) on the ion C3H5N2O2 with charge +1.

Summary:
SMILES: C/C(=C/[NH+]=O)N=O
charge: +1
highest occupied orbital energy (spin up / spin down): -14.475 / -14.475 eV
HOMO-LUMO gap (spin up / spin down): 7.43 / 7.43 eV

Last column: Mulliken charge in e.
Atoms and positions in Å:
C (0.06202, -1.04487, 0.04054)  -0.6234
C (-0.02144, 0.39768, 0.02721)  1.0784
C (-1.39053, 1.05189, -0.01897)  -1.1689
N (1.20659, -1.67445, 0.00620)  0.2660
N (0.95138, 1.16682, 0.00474)  0.4471
O (1.74793, 1.98954, 0.00419)  -0.2556
O (2.33460, -1.18128, -0.03939)  -0.4974
H (-0.85513, -1.60771, 0.07705)  0.3626
H (-1.40091, 2.00520, 0.50466)  0.4042
H (-2.11778, 0.38366, 0.43459)  0.3736
H (-1.66529, 1.22557, -1.05948)  0.3245
H (1.14855, -2.71205, 0.01866)  0.2888

=====

2.
ORCA calculation (ωB97M-V with the def2-TZVPD basis set) on a structure of composition C33H48AgBF5N8SSe.

Summary:
charge: -1
highest occupied orbital energy: -4.484 eV
HOMO-LUMO gap: 6.81 eV

Last column: Mulliken charge in e.
Atoms and positions in Å:
Ag (0.45233, -0.82395, 0.97777)  1.0169
C (3.39643, 1.12686, 2.35109)  -1.2470
C (2.25338, 1.99393, 2.87873)  1.8840
C (2.79469, 3.19342, 3.64939)  -1.9627
C (1.29511, 1.18983, 3.71473)  -0.4231
C (0.88465, 1.38258, 5.04705)  -1.1162
C (0.01711, 0.33704, 5.29002)  -0.4700
N (-0.07355, -0.40706, 4.17651)  0.0192
N (0.70773, 0.11369, 3.21084)  0.8371
B (-0.91058, -1.68988, 3.97688)  -0.0483
N (-2.06250, -1.47071, 2.96954)  0.1018
C (-3.38105, -1.52586, 3.21382)  -0.4658
C (-4.05396, -1.30538, 2.02868)  -1.1782
C (-3.03100, -1.12391, 1.07936)  -0.6053
N (-1.84662, -1.21954, 1.66515)  0.8944
C (-3.11681, -0.87696, -0.40096)  3.0879
C (-4.55812, -0.67664, -0.85699)  -2.1531
C (-2.44742, -2.00084, -1.18999)  -1.2831
N (-0.01472, -2.85796, 3.51764)  -0.1256
C (0.22552, -4.01037, 4.16239)  -0.3122
C (1.07732, -4.77087, 3.39047)  -1.3439
C (1.31406, -3.97886, 2.25184)  -1.0887
N (0.65321, -2.83280, 2.34722)  0.8823
C (2.13556, -4.27953, 1.03436)  2.5328
C (1.23830, -4.57743, -0.16627)  -0.8334
C (3.10670, -5.43069, 1.27661)  -1.9936
H (3.98064, 1.67307, 1.60823)  0.3398
H (3.02597, 0.22066, 1.87265)  0.0698
H (4.06017, 0.83661, 3.17029)  0.3532
H (1.70015, 2.37287, 2.01470)  -0.4950
H (3.38882, 2.86620, 4.50672)  0.3462
H (1.99157, 3.83354, 4.01839)  0.4305
H (3.43935, 3.79590, 3.00711)  0.4598
H (1.18263, 2.15731, 5.73106)  0.4611
H (-0.53401, 0.06173, 6.17378)  0.4530
H (-1.40234, -1.98083, 5.04169)  -0.2018
H (-3.74186, -1.72600, 4.20894)  0.4489
H (-5.11869, -1.29107, 1.87386)  0.5080
H (-2.56439, 0.04330, -0.60376)  -1.3090
H (-5.14325, -1.58856, -0.71272)  0.4530
H (-4.58819, -0.42685, -1.91967)  0.3741
H (-5.04810, 0.12773, -0.30432)  0.4312
H (-2.97149, -2.94646, -1.02676)  0.4183
H (-1.40613, -2.12861, -0.89367)  -0.0969
H (-2.45931, -1.77653, -2.25894)  0.3739
H (-0.22454, -4.20197, 5.12156)  0.4648
H (1.47048, -5.74644, 3.61676)  0.4243
H (2.71175, -3.37796, 0.81449)  -0.5381
H (0.63261, -5.46705, 0.02544)  0.4195
H (1.84242, -4.75954, -1.05747)  0.2274
H (0.56878, -3.74118, -0.37466)  -0.1637
H (2.56400, -6.36541, 1.44018)  0.3691
H (3.73752, -5.24884, 2.14779)  0.4147
H (3.75645, -5.57256, 0.41074)  0.3686
F (4.67258, -5.24841, -3.46857)  -0.3521
C (4.01161, -4.17773, -3.00571)  0.7153
C (4.42534, -3.54411, -1.84793)  0.1863
F (5.49405, -4.00968, -1.18636)  -0.4111
C (3.73336, -2.43864, -1.38367)  -0.0300
F (4.19351, -1.87575, -0.25885)  -0.3910
C (2.60929, -1.92811, -2.02403)  -0.0349
Se (1.64831, -0.42410, -1.34507)  -0.3815
C (2.23367, -2.58611, -3.18940)  0.3260
F (1.16144, -2.18366, -3.88630)  -0.3545
C (2.91125, -3.68654, -3.68357)  0.1819
F (2.50231, -4.29366, -4.80786)  -0.3454
C (2.02866, 2.31081, -3.69185)  -0.4058
C (1.06921, 2.92567, -4.70237)  -0.9060
C (-0.27293, 3.35535, -4.11478)  -0.3313
C (-1.19963, 2.20906, -3.68702)  -0.7349
N (-0.95129, 1.70565, -2.34529)  0.4197
C (-1.34055, 2.18461, -1.13878)  0.0594
S (-0.36426, 1.91621, 0.20282)  -0.3486
N (-2.56840, 2.72827, -0.92116)  -0.0702
C (-3.57022, 3.30661, -1.80041)  -1.1790
C (-3.24245, 4.67516, -2.39856)  0.0928
C (-3.24615, 5.83646, -1.40371)  -0.6194
C (-2.04332, 5.87419, -0.46417)  -0.9491
H (3.02019, 2.17534, -4.12626)  0.3992
H (1.70764, 1.32988, -3.33840)  -0.4054
H (2.13347, 2.94530, -2.80906)  0.2751
H (0.88805, 2.21771, -5.51837)  0.3720
H (1.53486, 3.80234, -5.16216)  0.3334
H (-0.80569, 3.96238, -4.85404)  0.3563
H (-0.09421, 4.00080, -3.24784)  0.1656
H (-1.06902, 1.36035, -4.36398)  0.5106
H (-2.23797, 2.51321, -3.78062)  0.3525
H (-0.07598, 1.19973, -2.24875)  -0.8585
H (-2.64092, 2.99429, 0.04813)  0.3783
H (-4.46505, 3.40134, -1.17927)  0.6042
H (-3.83334, 2.58694, -2.57859)  0.3089
H (-3.97872, 4.87008, -3.18479)  0.3748
H (-2.26975, 4.63843, -2.88997)  -0.1753
H (-4.17517, 5.81215, -0.82394)  0.2980
H (-3.27300, 6.77006, -1.97232)  0.3381
H (-2.05184, 5.07609, 0.27616)  0.2360
H (-2.00586, 6.81897, 0.07959)  0.3918
H (-1.10985, 5.77184, -1.02118)  0.1968

=====

Listing maximum force for the structures above in their given order: 1.52; 0.51 eV/Å.
Listing relative energy (zero: lowest compared OMol25 entry of this formula, charge and spin) for the structures above in their given order: 126.6; 0.0 kcal per mole.